28
Properties=species:S:1:pos:R:3:forces:R:3 method="wB97M-V/def2-TZVPD" charge=+1 homo_ev=-11.68 e_tot_ev=-14052.6886 smiles="[H]/N=C/C[C@]1(C)CN(C)CC1=[N+]=C" relative_energy_kcal_mol=124.88
N -0.997358 2.401489 -1.466403 0.6 -0.3 -0.6
N -1.175620 -1.674124 -0.703773 -1.8 -0.7 1.6
N 1.767792 0.033111 -0.557739 0.9 -0.9 -2.2
C -0.187697 0.226292 0.692989 -2.4 1.3 -0.2
C 2.960600 -0.779656 -0.313745 1.0 0.7 0.2
C -1.900858 -2.717707 -0.584148 5.4 0.0 2.1
C 0.717303 -0.373109 -1.489806 -0.1 -0.5 0.4
C -1.568615 2.299473 -0.358457 -2.7 1.9 0.3
C 1.129893 0.949104 0.293986 0.0 1.5 0.6
C -0.399843 -0.727961 -0.449630 1.6 -0.1 -2.0
C -1.390212 1.295631 0.701924 2.5 -0.9 -0.1
C -0.220585 -0.478595 2.002323 0.0 -2.1 2.0
H -1.295478 3.115296 -2.137668 -0.3 -0.1 0.7
H 0.228783 0.544078 -1.952389 0.9 -1.0 -0.1
H 1.796939 1.240765 1.177416 -1.2 -0.3 -1.2
H -2.498299 2.928608 0.006075 1.6 -0.5 -1.1
H 0.751789 1.847344 -0.349846 1.3 -1.2 1.5
H 3.607578 -0.376196 0.512546 -1.1 -0.2 -0.6
H -1.218611 -0.986005 2.139210 0.7 0.8 0.1
H -1.327094 1.807906 1.633972 0.3 0.6 0.9
H 0.488737 -1.379119 2.160353 -0.6 1.7 -0.6
H -0.052348 0.264117 2.826004 -0.2 -0.8 -0.6
H 3.642897 -0.773979 -1.172381 -0.3 0.3 -0.1
H 0.928267 -1.238476 -2.199630 -0.1 1.4 0.9
H -2.346491 0.880514 0.767999 -1.5 -1.4 0.1
H 2.808196 -1.837064 -0.132472 -0.6 -0.3 0.4
H -2.792598 -2.878215 -0.993392 -3.7 0.1 -1.9
H -1.457068 -3.613515 -0.053325 -0.3 1.1 -0.6